Below is a structure of composition C10H19F6N3O5S4Y, with properties calculated with ωB97M-V/def2-TZVPD.

Structure (ORCA input):
```
! wB97M-V def2-TZVPD RIJCOSX def2/J DEFGRID3
* xyz 1 1
Y 0.361 -0.052 0.236
C 0.146 3.339 -0.600
N 0.033 2.458 0.589
C 0.948 2.997 1.617
C -1.378 2.505 1.042
C -1.587 1.761 2.339
N -1.143 0.347 2.264
C -0.672 -0.071 3.603
C -2.287 -0.522 1.893
H -0.014 4.378 -0.298
H -0.608 3.075 -1.333
H 1.133 3.247 -1.044
H 0.621 3.986 1.949
H 1.946 3.088 1.191
H 1.008 2.338 2.483
H -1.994 2.084 0.247
H -1.688 3.546 1.180
H -2.644 1.808 2.611
H -1.039 2.249 3.141
H -1.458 0.101 4.345
H 0.212 0.499 3.885
H -0.419 -1.126 3.605
H -3.071 -0.461 2.651
H -1.954 -1.555 1.817
H -2.706 -0.221 0.932
C 4.191 -3.761 -0.098
O 3.105 -3.480 0.824
C 2.399 -2.396 0.697
S 2.716 -1.214 -0.488
S 1.146 -2.167 1.822
H 3.864 -3.632 -1.125
H 4.464 -4.791 0.094
H 5.023 -3.097 0.120
F 0.645 1.986 -4.506
C -0.396 1.241 -4.208
F -0.626 0.357 -5.148
F -1.462 1.993 -4.003
S -0.029 0.351 -2.598
O 1.251 0.838 -2.112
O -1.086 0.707 -1.634
N -0.023 -1.180 -2.877
S -1.158 -1.970 -2.059
O -2.498 -1.754 -2.489
O -0.885 -1.819 -0.609
C -0.670 -3.709 -2.430
F -1.623 -4.471 -1.936
F 0.489 -3.976 -1.851
F -0.582 -3.854 -3.734
*
```

Summary:
DFT total energy (hartree): -3163.071539
Frontier orbital gap (eV): 9.025

***

Below is a cluster of 2 separate species, H2N2O3 in total in a non-equilibrium geometry, with properties calculated with ωB97M-V/def2-TZVPD.

Structure (ORCA input):
```
! wB97M-V def2-TZVPD RIJCOSX def2/J DEFGRID3
* xyz 0 1
N 1.779 -1.376 -0.840
N 1.255 -0.466 -0.275
O 1.545 -2.242 -1.594
O 1.561 0.365 0.717
O -0.561 -0.086 -0.192
H 0.758 0.595 1.161
H -1.044 -0.871 -0.310
*
```

Summary:
DFT total energy (hartree): -336.156812
Frontier orbital gap (alpha / beta) (eV): 8.910 / 8.880

***

Below is a cluster of 2 separate species, C5H12N in total in a non-equilibrium geometry, with properties calculated with ωB97M-V/def2-TZVPD.

Structure (ORCA input):
```
! wB97M-V def2-TZVPD RIJCOSX def2/J DEFGRID3
* xyz 1 1
C 1.594 -1.036 -1.787
N 1.705 -0.619 -0.575
H 2.191 -1.857 -2.164
H 0.847 -0.562 -2.381
H 0.938 -0.016 -0.236
H 2.221 -1.141 0.124
C -0.259 0.333 1.918
C -0.928 0.333 0.579
C -1.650 -0.726 0.113
C -0.736 1.625 -0.229
H 0.861 0.407 1.821
H -0.519 -0.580 2.496
H -0.562 1.238 2.442
H -2.057 -0.599 -0.916
H -1.941 -1.592 0.695
H -1.658 2.230 -0.286
H -0.458 1.360 -1.279
H 0.071 2.279 0.145
*
```

Summary:
DFT total energy (hartree): -252.148008
Frontier orbital gap (eV): 7.605

***

DFT total energy of number 2 (H2N2O3)?
-336.156812 hartree

***

The lowest DFT total energy belongs to which entry?
C10H19F6N3O5S4Y

***

The lowest DFT total energy belongs to which entry?
C10H19F6N3O5S4Y